Computed, not measured: a structure of composition C43H77AlBCl5FKN3O16S2, with wB97M-V/def2-TZVPD.

Each line ends with the Löwdin charge.
Element x y z (Å)
C1 -4.230 0.338 2.325  -0.104
C2 -3.319 -0.795 2.580  -0.237
C3 -1.937 -0.474 2.040  -0.158
C4 -0.935 -1.625 2.151  -0.301
C5 -1.573 -2.891 1.600  -0.063
C6 0.456 -1.331 1.534  -0.141
C7 0.507 -0.359 0.297  -0.192
C8 0.782 -0.992 -1.090  -0.153
C9 -0.398 -1.785 -1.640  -0.239
C10 0.006 -2.389 -3.006  -0.480
S1 -1.262 -2.009 -4.225  0.881
C11 -0.369 -1.683 -5.733  -1.112
S2 1.007 -0.831 -5.721  0.743
N1 -1.007 -2.232 -6.876  -0.212
C12 -0.121 -3.260 -7.481  -0.244
C13 -0.332 -3.499 -8.971  -0.070
C14 -1.315 -1.106 -7.804  -0.272
C15 -2.662 -1.307 -8.506  -0.072
C16 1.740 0.442 0.526  0.035
N2 2.280 0.231 1.654  0.191
C17 1.485 -0.700 2.481  -0.334
C18 0.834 0.262 3.527  -0.115
C19 1.834 0.947 4.450  -0.206
C20 1.302 2.237 5.077  -0.179
C21 2.408 2.783 6.004  -0.193
C22 2.599 4.307 5.936  -0.151
C23 4.100 4.591 6.032  -0.175
O1 4.480 5.670 6.925  -0.038
C24 4.751 6.772 6.140  -0.537
C25 3.577 7.675 5.855  0.028
O2 5.838 6.930 5.688  0.146
C26 2.447 -1.600 3.305  -0.131
C27 2.905 -2.924 2.705  -0.691
C28 1.919 -4.059 2.923  -0.098
Cl1 3.424 -2.767 0.996  0.675
H1 -3.876 1.270 2.753  0.096
H2 -4.233 0.471 1.131  -0.115
H3 -5.262 0.158 2.613  0.099
H4 -3.281 -1.036 3.704  0.133
H5 -3.763 -1.655 2.089  0.110
H6 -1.571 0.377 2.608  0.114
H7 -2.082 -0.133 1.012  0.082
H8 -0.778 -1.840 3.208  0.128
H9 -1.999 -2.742 0.608  0.078
H10 -2.403 -3.161 2.244  0.060
H11 -0.894 -3.743 1.597  0.073
H12 0.757 -2.281 1.105  0.102
H13 -0.317 0.350 0.207  0.125
H14 1.681 -1.605 -1.042  0.103
H15 0.965 -0.157 -1.766  0.128
H16 -0.666 -2.583 -0.959  0.089
H17 -1.212 -1.079 -1.786  0.097
H18 0.927 -1.915 -3.330  0.024
H19 0.202 -3.454 -2.931  0.081
H20 0.936 -3.075 -7.295  0.087
H21 -0.352 -4.200 -6.976  0.112
H22 0.158 -2.715 -9.538  0.075
H23 0.190 -4.421 -9.215  0.080
H24 -1.371 -3.605 -9.257  0.064
H25 -1.433 -0.225 -7.184  0.043
H26 -0.510 -0.867 -8.495  0.107
H27 -2.692 -0.849 -9.489  0.081
H28 -3.441 -0.881 -7.874  0.068
H29 -2.889 -2.364 -8.553  0.027
H30 2.147 1.097 -0.231  0.171
H31 3.144 0.691 1.917  0.186
H32 0.269 1.008 2.972  0.117
H33 0.137 -0.299 4.143  0.130
H34 2.776 1.205 3.963  0.110
H35 2.090 0.279 5.270  0.121
H36 1.048 2.971 4.319  0.111
H37 0.443 1.977 5.694  0.117
H38 3.335 2.345 5.632  0.094
H39 2.287 2.427 7.023  0.122
H40 2.230 4.716 5.001  0.110
H41 2.095 4.764 6.783  0.117
H42 4.465 4.861 5.042  0.123
H43 4.645 3.727 6.393  0.115
H44 3.837 8.686 6.141  0.089
H45 2.696 7.324 6.379  0.076
H46 3.367 7.606 4.790  0.096
H47 2.031 -1.755 4.295  0.132
H48 3.349 -1.010 3.452  0.123
H49 3.803 -3.205 3.244  0.098
H50 1.930 -4.316 3.978  0.092
H51 2.250 -4.928 2.360  0.076
H52 0.906 -3.816 2.627  0.047
C29 -2.994 2.859 -5.478  -1.127
Cl2 -4.497 3.215 -4.610  0.565
Cl3 -2.319 1.311 -5.027  0.627
H53 -3.207 2.842 -6.549  -0.032
H54 -2.265 3.630 -5.235  -0.026
B1 -0.979 5.063 -1.905  -0.843
O3 -2.095 6.039 -1.791  0.260
C30 -2.520 6.354 -2.997  -0.392
O4 -3.413 7.094 -3.292  0.166
C31 -1.675 5.571 -4.004  -0.382
O5 -1.798 5.589 -5.225  -0.085
O6 -0.813 4.851 -3.386  0.280
O7 0.251 5.565 -1.305  0.248
C32 0.654 4.701 -0.366  -0.372
O8 1.625 4.809 0.314  0.185
C33 -0.351 3.542 -0.334  -0.354
O9 -0.305 2.579 0.372  0.138
O10 -1.289 3.792 -1.249  0.226
C34 -6.805 -4.978 3.907  0.023
O11 -6.676 -6.083 2.970  -0.020
C35 -5.764 -5.854 2.029  -0.615
O12 -5.086 -4.890 1.896  0.201
O13 -5.727 -6.954 1.223  -0.419
C36 -4.775 -6.889 0.147  -0.011
H55 -7.570 -5.269 4.618  0.103
H56 -5.865 -4.812 4.428  0.113
H57 -7.116 -4.080 3.382  0.109
H58 -3.765 -6.784 0.537  0.118
H59 -5.013 -6.064 -0.517  0.120
H60 -4.843 -7.828 -0.412  0.101
C37 -5.201 -4.097 -8.740  -0.343
O14 -4.341 -3.710 -9.508  0.003
N3 -6.522 -4.035 -8.982  -0.199
C38 -7.506 -4.511 -8.031  -0.061
C39 -6.971 -3.471 -10.246  -0.035
H61 -4.959 -4.540 -7.759  0.136
H62 -8.105 -5.307 -8.478  0.090
H63 -8.167 -3.695 -7.735  0.089
H64 -7.009 -4.901 -7.145  0.079
H65 -6.560 -4.044 -11.076  0.095
H66 -6.621 -2.442 -10.339  0.093
H67 -8.056 -3.492 -10.290  0.086
C40 7.841 1.439 5.708  -0.118
O15 7.546 2.344 4.656  -0.344
C41 7.444 3.685 5.173  -0.274
C42 8.683 4.492 4.882  -0.202
O16 9.815 3.993 5.587  -0.192
C43 10.677 3.224 4.772  -0.117
H68 8.129 0.487 5.260  0.086
H69 8.667 1.804 6.323  0.085
H70 6.959 1.279 6.340  0.081
H71 7.244 3.661 6.249  0.124
H72 6.597 4.159 4.684  0.042
H73 8.514 5.517 5.222  0.125
H74 8.875 4.517 3.807  0.109
H75 11.236 3.870 4.086  0.087
H76 10.127 2.476 4.194  0.085
H77 11.384 2.714 5.425  0.085
Cl4 -3.970 1.405 -0.296  0.143
Al1 -3.604 5.188 -6.730  1.001
Cl5 6.601 3.122 2.324  -0.176
F1 -2.955 -2.316 4.570  -0.461
K1 -6.088 -8.691 1.883  1.171

Properties
maximum force: 9.44 eV/Å
relative energy (zero: lowest compared OMol25 entry of this formula, charge and spin): 0.641 eV
charge: +1
LUMO energy: -6.31 eV



Computed, not measured: a cluster of 10 separate species, C43H81NO14 in total, with wB97M-V/def2-TZVPD.

Each line ends with the Löwdin charge.
Element x y z (Å)
C1 1.419 -0.672 0.709  0.084
N1 1.010 -0.086 -0.617  -0.381
O1 1.508 -0.540 -1.648  0.047
O2 0.042 0.676 -0.671  0.041
H1 1.304 0.126 1.442  0.099
H2 2.444 -1.003 0.546  0.065
H3 0.943 -1.647 0.816  0.095
C2 4.967 2.310 0.177  -0.048
C3 5.199 0.914 0.311  -0.066
C4 4.934 0.273 1.496  -0.115
C5 4.295 0.925 2.501  -0.104
C6 3.924 2.240 2.326  -0.120
C7 4.278 2.928 1.230  -0.113
H4 5.247 2.802 -0.743  0.093
H5 5.472 0.226 -0.474  0.072
H6 5.216 -0.765 1.585  0.093
H7 4.157 0.348 3.403  0.108
H8 3.595 2.714 3.240  0.107
H9 4.002 3.970 1.303  0.101
C8 -0.220 -4.181 2.411  -0.092
C9 0.552 -4.491 3.514  -0.098
C10 -0.034 -4.702 4.730  -0.101
C11 -1.412 -4.564 4.852  -0.109
C12 -2.205 -4.273 3.766  -0.090
C13 -1.572 -4.123 2.517  -0.083
H10 0.278 -3.925 1.487  0.087
H11 1.606 -4.725 3.485  0.089
H12 0.483 -4.961 5.643  0.102
H13 -1.836 -4.707 5.835  0.099
H14 -3.250 -4.003 3.787  0.104
H15 -2.203 -3.768 1.716  0.087
C14 4.948 -3.094 -3.666  -0.106
C15 6.193 -3.659 -3.593  -0.104
C16 7.214 -2.870 -3.148  -0.098
C17 7.064 -1.513 -2.788  -0.062
C18 5.758 -1.018 -2.820  -0.114
C19 4.691 -1.792 -3.211  -0.086
H16 4.095 -3.639 -4.044  0.099
H17 6.202 -4.725 -3.770  0.107
H18 8.206 -3.279 -3.023  0.096
H19 7.865 -0.813 -2.604  0.102
H20 5.623 -0.005 -2.470  0.083
H21 3.711 -1.342 -3.150  0.089
C20 2.359 4.641 -4.862  -0.110
O3 2.858 3.313 -4.796  -0.192
C21 2.232 2.478 -3.791  -0.171
C22 2.340 2.925 -2.347  -0.165
O4 1.453 4.049 -2.113  -0.216
C23 1.299 4.415 -0.763  -0.097
H22 2.683 4.999 -5.839  0.084
H23 2.717 5.269 -4.046  0.083
H24 1.271 4.600 -4.907  0.085
H25 2.702 1.517 -3.999  0.122
H26 1.179 2.322 -4.025  0.122
H27 3.388 3.060 -2.080  0.110
H28 1.874 2.121 -1.777  0.096
H29 0.821 5.395 -0.741  0.094
H30 2.301 4.450 -0.336  0.070
H31 0.648 3.716 -0.237  0.072
C24 -2.166 1.933 0.976  -0.086
O5 -3.561 2.123 0.756  -0.197
C25 -4.447 1.892 1.854  -0.184
C26 -5.888 2.092 1.368  -0.178
O6 -6.310 1.055 0.456  -0.199
C27 -7.265 1.513 -0.523  -0.086
H32 -1.944 0.866 1.000  0.064
H33 -1.887 2.330 1.952  0.080
H34 -1.585 2.408 0.186  0.053
H35 -4.165 2.631 2.604  0.116
H36 -4.389 0.888 2.274  0.113
H37 -5.900 3.059 0.866  0.118
H38 -6.600 2.230 2.182  0.120
H39 -7.061 2.463 -1.017  0.078
H40 -8.243 1.528 -0.042  0.085
H41 -7.203 0.852 -1.388  0.081
C28 -1.945 3.243 -2.370  -0.113
O7 -1.872 2.334 -3.442  -0.209
C29 -2.981 2.586 -4.422  -0.127
C30 -4.329 2.364 -3.777  -0.189
O8 -5.017 3.414 -3.059  -0.189
C31 -5.284 4.522 -3.879  -0.128
H42 -1.929 4.237 -2.816  0.091
H43 -0.995 3.183 -1.838  0.061
H44 -2.835 3.156 -1.747  0.084
H45 -2.722 1.981 -5.291  0.126
H46 -2.848 3.603 -4.792  0.110
H47 -4.267 1.559 -3.045  0.115
H48 -5.032 1.895 -4.465  0.125
H49 -4.459 5.234 -3.832  0.080
H50 -6.224 5.020 -3.642  0.087
H51 -5.316 4.272 -4.939  0.086
C32 -1.789 -0.833 4.168  -0.133
O9 -1.289 0.285 3.538  -0.220
C33 -0.177 0.944 4.189  -0.127
C34 -0.601 1.507 5.646  -0.180
O10 -1.596 2.512 5.725  -0.184
C35 -2.923 2.130 5.550  -0.108
H52 -2.118 -0.707 5.199  0.077
H53 -1.138 -1.706 4.191  0.081
H54 -2.733 -1.007 3.651  0.093
H55 0.103 1.829 3.619  0.113
H56 0.698 0.301 4.285  0.112
H57 0.284 1.912 6.137  0.117
H58 -0.851 0.688 6.321  0.104
H59 -3.124 1.762 4.544  0.064
H60 -3.528 3.030 5.661  0.094
H61 -3.086 1.404 6.346  0.093
C36 -2.531 -0.868 -2.604  -0.107
O11 -3.907 -1.096 -2.398  -0.182
C37 -4.417 -0.829 -1.080  -0.179
C38 -3.740 -1.569 0.078  -0.182
O12 -3.529 -2.995 -0.079  -0.234
C39 -4.739 -3.806 -0.249  -0.054
H62 -2.195 0.117 -2.281  0.067
H63 -2.200 -1.037 -3.629  0.097
H64 -1.925 -1.507 -1.960  0.075
H65 -5.482 -1.057 -1.138  0.115
H66 -4.275 0.231 -0.872  0.104
H67 -4.104 -1.340 1.080  0.115
H68 -2.728 -1.191 0.220  0.102
H69 -5.197 -3.365 -1.135  0.085
H70 -5.331 -3.748 0.664  0.078
H71 -4.434 -4.850 -0.179  0.085
C40 2.242 -4.029 -1.665  -0.111
O13 2.273 -3.886 -0.269  -0.154
C41 3.571 -3.505 0.048  -0.244
C42 3.830 -3.577 1.560  -0.185
O14 5.182 -3.184 1.748  -0.185
C43 6.055 -4.280 1.621  -0.104
H72 2.401 -3.141 -2.277  0.063
H73 1.241 -4.267 -2.025  0.097
H74 2.977 -4.790 -1.931  0.090
H75 3.884 -2.496 -0.222  0.120
H76 4.310 -4.159 -0.414  0.111
H77 3.457 -4.448 2.099  0.119
H78 3.183 -2.754 1.864  0.107
H79 6.076 -4.678 0.607  0.080
H80 5.659 -5.091 2.232  0.086
H81 7.088 -4.158 1.945  0.093

Properties
maximum force: 3.03 eV/Å
SMILES string: C[N+](=O)[O-].c1ccccc1.c1ccccc1.c1ccccc1.COCCOC.COCCOC.COCCOC.COCCOC.COCCOC.COCCOC
LUMO energy: 0.05 eV



Computed, not measured: a cluster of 9 separate species, C43H82Br16F2IN3O3P in total, with wB97M-V/def2-TZVPD.

Each line ends with the Löwdin charge.
Element x y z (Å)
C1 1.378 5.809 0.262  -0.002
C2 0.653 5.375 -1.003  -0.510
O1 1.238 5.220 -2.019  0.118
N1 -0.775 5.158 -0.853  -0.117
C3 -1.417 6.262 -1.641  -0.060
C4 -1.187 3.894 -1.499  -0.240
C5 -0.624 2.658 -0.835  -0.177
C6 -0.760 1.371 -1.707  -0.174
C7 -1.323 0.173 -0.948  -0.110
C8 -2.865 0.021 -0.817  -0.358
N2 -3.652 0.046 -2.058  -0.043
C9 -3.964 1.383 -2.604  -0.048
C10 -3.176 -0.848 -3.098  -0.455
C11 -2.082 -0.527 -4.108  -0.044
O2 -3.715 -1.898 -3.192  0.126
C12 -3.068 -1.421 -0.292  -0.045
N3 -2.547 -1.613 1.087  0.005
C13 -2.380 -3.075 1.345  -0.110
C14 -1.697 -3.353 2.698  -0.206
C15 -0.656 -4.469 2.656  -0.365
C16 0.023 -4.469 4.054  -0.076
C17 0.454 -4.198 1.606  -0.186
C18 1.774 -4.998 1.797  -0.177
C19 2.585 -4.984 0.501  -0.097
C20 3.693 -4.157 0.341  -0.319
C21 5.078 -4.775 0.389  -0.062
C22 3.493 -2.677 0.158  -0.076
C23 -3.499 -0.960 2.020  -0.320
F1 -4.664 -1.641 2.021  0.099
C24 -3.596 0.538 1.721  -0.438
C25 -4.996 0.987 2.273  -0.383
C26 -5.156 0.880 3.792  -0.044
F2 -5.206 2.320 1.964  -0.067
P1 -2.329 1.381 2.865  0.618
O3 -0.804 0.811 2.395  -0.388
I1 -2.267 3.762 2.341  0.645
C27 -3.559 0.963 0.210  -0.061
H1 1.649 6.865 0.237  0.089
H2 0.694 5.679 1.106  0.064
H3 2.219 5.134 0.432  -0.008
H4 -0.662 6.920 -2.099  0.076
H5 -2.058 6.893 -1.022  0.083
H6 -1.992 5.870 -2.481  0.060
H7 -2.280 3.893 -1.542  0.035
H8 -0.860 3.943 -2.553  0.103
H9 -1.065 2.429 0.136  0.009
H10 0.440 2.833 -0.643  0.119
H11 0.273 1.117 -1.971  0.118
H12 -1.243 1.608 -2.650  0.034
H13 -0.979 -0.731 -1.470  0.114
H14 -0.798 0.148 0.017  0.106
H15 -3.365 2.198 -2.202  0.049
H16 -5.006 1.625 -2.361  0.045
H17 -3.914 1.349 -3.694  0.101
H18 -1.099 -0.698 -3.659  0.074
H19 -2.081 0.519 -4.453  -0.025
H20 -2.157 -1.151 -4.995  0.078
H21 -2.551 -2.148 -0.918  0.127
H22 -4.132 -1.644 -0.393  0.163
H23 -1.624 -1.201 1.260  0.154
H24 -1.785 -3.533 0.545  0.072
H25 -3.335 -3.600 1.342  0.139
H26 -1.223 -2.426 3.071  0.115
H27 -2.477 -3.619 3.431  -0.051
H28 -1.123 -5.457 2.568  0.126
H29 0.674 -5.329 4.203  0.080
H30 0.527 -3.514 4.233  0.089
H31 -0.749 -4.531 4.829  0.040
H32 0.614 -3.112 1.578  0.108
H33 0.050 -4.504 0.632  0.062
H34 2.343 -4.530 2.599  0.105
H35 1.514 -6.025 2.057  0.119
H36 2.202 -5.627 -0.295  0.107
H37 4.964 -5.859 0.384  0.078
H38 5.539 -4.473 1.331  0.055
H39 5.664 -4.462 -0.487  0.075
H40 4.425 -2.106 0.191  0.057
H41 2.737 -2.272 0.845  0.061
H42 3.080 -2.540 -0.847  0.082
H43 -3.084 -1.059 3.034  0.138
H44 -5.792 0.458 1.747  0.151
H45 -4.757 1.794 4.237  0.074
H46 -6.212 0.862 4.062  0.095
H47 -4.624 0.041 4.240  0.075
H48 -0.727 -0.044 2.850  0.024
H49 -3.097 1.952 0.173  0.060
H50 -4.598 1.141 -0.078  0.116
Br1 3.524 7.887 -6.582  0.602
C28 3.259 8.659 -4.815  -0.697
C29 2.064 8.059 -4.125  -0.707
Br2 0.396 8.775 -4.836  0.602
H51 3.179 9.733 -4.949  0.050
H52 4.170 8.430 -4.264  0.058
H53 2.059 8.324 -3.070  0.055
H54 2.010 6.980 -4.224  0.041
Br3 7.814 -2.330 1.552  0.666
C30 7.641 -1.564 3.334  -0.673
C31 6.495 -2.181 4.089  -0.681
Br4 4.781 -1.487 3.473  0.611
H55 7.539 -0.491 3.207  0.052
H56 8.584 -1.781 3.831  0.064
H57 6.546 -1.917 5.144  0.059
H58 6.450 -3.261 3.990  0.051
Br5 -4.830 4.847 -1.814  0.713
C32 -6.332 4.315 -2.934  -0.664
C33 -7.603 4.219 -2.136  -0.672
Br6 -7.642 2.594 -1.060  0.627
H59 -6.058 3.376 -3.407  0.038
H60 -6.411 5.090 -3.693  0.064
H61 -8.465 4.146 -2.796  0.063
H62 -7.741 5.053 -1.453  0.054
Br7 4.214 3.775 1.515  0.651
C34 4.509 4.186 3.395  -0.679
C35 3.493 5.173 3.906  -0.692
Br8 3.887 6.981 3.302  0.618
H63 5.531 4.541 3.483  0.053
H64 4.411 3.235 3.915  0.056
H65 3.522 5.222 4.992  0.059
H66 2.482 4.947 3.581  0.045
Br9 11.340 -3.135 -0.393  0.593
C36 10.675 -1.324 -0.651  -0.729
C37 11.754 -0.406 -1.159  -0.699
Br10 12.983 0.103 0.262  0.605
H67 10.257 -1.004 0.298  0.005
H68 9.876 -1.416 -1.384  0.056
H69 11.324 0.530 -1.512  0.056
H70 12.352 -0.849 -1.950  0.050
Br11 -2.095 -6.018 -0.832  0.667
C38 -3.490 -5.492 -2.095  -0.662
C39 -4.852 -5.915 -1.615  -0.699
Br12 -5.139 -7.821 -1.873  0.628
H71 -3.221 -5.922 -3.054  0.057
H72 -3.428 -4.406 -2.158  0.033
H73 -5.628 -5.426 -2.201  0.062
H74 -5.013 -5.712 -0.560  0.046
Br13 -3.233 -8.141 3.140  0.621
C40 -2.964 -7.655 5.005  -0.684
C41 -4.006 -6.676 5.474  -0.643
Br14 -3.633 -4.888 4.789  0.766
H75 -1.952 -7.268 5.087  0.047
H76 -3.040 -8.587 5.561  0.063
H77 -3.986 -6.580 6.558  0.063
H78 -5.011 -6.933 5.154  0.055
Br15 0.760 -0.975 -6.485  0.639
C42 1.474 0.816 -6.751  -0.678
C43 1.333 1.657 -5.511  -0.646
Br16 -0.498 2.283 -5.271  0.733
H79 0.961 1.237 -7.610  0.054
H80 2.525 0.671 -6.993  0.062
H81 1.931 2.563 -5.594  0.064
H82 1.606 1.127 -4.603  0.050

Properties
maximum force: 3.15 eV/Å
charge: +1
LUMO energy: -2.40 eV



So what do the calculations give for calculated total energy? Going down the list: -7116.75625; -2794.64833; -44100.28244 Ha.
So what do the calculations give for E_HOMO? Going down the list: -7.6; -9.0; -8.6 eV.